A 2-piece molecular cluster, C5H14NO overall. Source: the Open Molecules 2025 dataset; level of theory: ωB97M-V/def2-TZVPD.

CARTESIAN COORDINATES (ANGSTROEM)
C -0.25677 -1.58695 -1.20921
C 0.13275 -0.84145 0.06170
C 1.45074 -0.04464 -0.10743
C 1.32297 1.41095 -0.48026
C -0.17446 3.22108 0.27274
N 0.30936 2.05559 0.41799
H -1.32677 -1.51355 -1.42603
H -0.10023 -2.65609 -1.13793
H 0.28726 -1.24504 -2.08247
H 0.23083 -1.44141 0.95337
H -0.64111 -0.12526 0.33537
H 2.12261 -0.55881 -0.79053
H 2.02011 -0.09087 0.83322
H 0.94913 1.50431 -1.50309
H 2.23187 2.00189 -0.40773
H -0.72178 3.60170 1.12851
H -0.04481 3.68621 -0.68716
H 0.42507 1.67353 1.35420
H -2.29057 -3.48540 1.95094
H -3.36443 -2.88961 1.01396
O -2.56179 -2.67619 1.50986

Forces on atoms 1 to 3 (eV/Å):
C -0.8 -0.4 0.1
C 0.5 1.1 -0.4
C 0.7 -0.6 1.2

## Properties
- F_max (eV Å⁻¹) = 2.24
- net charge = +1
- LUMO level (eV) = -5.20
- total energy (a.u.) = -328.61462
- gap between HOMO and LUMO (eV) = 8.89
- relative energy (zero: lowest compared OMol25 entry of this formula, charge and spin) (eV) = 1.949
- HOMO (eV) = -14.09



C16H32O5S3Ti as an isolated structure. Source: the Open Molecules 2025 dataset; level of theory: ωB97M-V/def2-TZVPD.

CARTESIAN COORDINATES (ANGSTROEM)
Ti -0.09022 0.19642 -0.09777
C 2.88546 1.10496 -0.19925
C 2.50506 1.02782 -1.68949
O 1.15978 0.53127 -1.78563
C 0.52067 0.95029 -2.99887
C -0.79711 0.18537 -3.09196
O -1.36561 0.13581 -1.77750
C -2.73122 0.57151 -1.68400
C -3.18248 0.27356 -0.25257
O -2.09560 0.51648 0.66324
C -2.21659 1.74002 1.40070
C -1.74529 2.90634 0.53178
O -0.58545 2.48643 -0.20803
C 0.57272 3.30185 0.00047
C 1.45884 2.61087 1.03667
O 1.70858 1.26355 0.60998
H 3.59167 1.92707 -0.03338
H 3.37057 0.17435 0.11863
H 3.18168 0.34170 -2.21441
H 2.56807 2.01139 -2.16755
H 1.15199 0.71601 -3.86498
H 0.34011 2.03508 -2.96505
H -1.46718 0.68416 -3.79931
H -0.62885 -0.84287 -3.43993
H -2.79624 1.63941 -1.92301
H -3.35923 0.01083 -2.38476
H -3.45975 -0.78261 -0.16307
H -4.06011 0.87847 -0.00212
H -1.57783 1.63259 2.28744
H -3.24917 1.89410 1.73409
H -1.53027 3.76958 1.16733
H -2.51131 3.20092 -0.19538
H 0.29486 4.30521 0.33210
H 1.08694 3.39507 -0.96235
H 0.93554 2.53723 1.99969
H 2.39310 3.16364 1.18430
C -0.22146 -3.31311 -1.09068
C 1.22053 -3.43117 -0.62186
S 1.89147 -1.83475 -0.03166
C 2.20559 -2.21566 1.74746
C 1.75603 -1.12407 2.69928
S 0.08443 -0.45103 2.38874
C -1.05271 -1.85550 2.68522
C -1.14838 -2.90654 1.59204
S -1.25552 -2.18832 -0.09677
H -0.27080 -2.89489 -2.09843
H -0.70463 -4.29227 -1.10750
H 1.34151 -4.15780 0.18007
H 1.85091 -3.75519 -1.45272
H 1.71136 -3.15691 1.97724
H 3.28107 -2.36988 1.85313
H 1.76119 -1.50266 3.72310
H 2.41411 -0.25343 2.66294
H -0.74721 -2.32815 3.62089
H -2.02135 -1.37869 2.85318
H -0.31120 -3.59790 1.60695
H -2.06108 -3.48595 1.74332

Forces on atoms 1 to 3 (eV/Å):
Ti 0.2 -0.9 0.4
C 0.6 -0.4 -0.5
C 0.7 0.1 0.3

## Properties
- F_max (eV Å⁻¹) = 1.09
- multiplicity = 2
- net charge = +3
- LUMO level (spin up / spin down) (eV) = -9.69 / -9.19
- total energy (a.u.) = -3048.16899
- gap between HOMO and LUMO (spin up / spin down) (eV) = 8.86 / 9.38
- HOMO (spin up / spin down) (eV) = -18.55 / -18.57



An isolated ion of composition C4H12NS and charge +1. Source: the Open Molecules 2025 dataset; level of theory: ωB97M-V/def2-TZVPD.

CARTESIAN COORDINATES (ANGSTROEM)
C 0.40966 1.91755 -0.69130
C 0.10794 0.43728 -0.53944
N -1.42168 0.27429 -0.82156
C 1.07044 -0.23010 0.66984
C 0.20574 -1.33166 1.27725
S -0.40335 -2.32042 -0.02911
H 0.99254 2.23775 0.12555
H -0.46587 2.40526 -0.50740
H 1.02062 2.21285 -1.56539
H 0.48926 -0.06545 -1.46161
H -2.00844 1.04693 -0.11838
H -1.74151 -0.67708 -0.67070
H -1.52781 0.60678 -1.84637
H 2.15035 -0.55038 0.40548
H 1.29696 0.50188 1.38193
H -0.85168 -1.05410 1.79366
H 0.66273 -1.91362 2.11720
H 0.01411 -3.49775 0.48034

Forces on atoms 1 to 3 (eV/Å):
C 2.1 -1.3 -0.4
C 3.4 -0.7 -2.0
N -0.6 4.1 2.1

## Properties
- F_max (eV Å⁻¹) = 4.63
- net charge = +1
- LUMO level (eV) = -3.80
- total energy (a.u.) = -612.19894
- gap between HOMO and LUMO (eV) = 9.28
- relative energy (zero: lowest compared OMol25 entry of this formula, charge and spin) (eV) = 2.878
- SMILES = C[C@H]([NH3+])CCS
- HOMO (eV) = -13.08



An isolated molecule of C10H21N5. Source: the Open Molecules 2025 dataset; level of theory: ωB97M-V/def2-TZVPD.

CARTESIAN COORDINATES (ANGSTROEM)
H 1.35496 0.61857 -2.99026
N 1.33201 1.24307 -2.16457
C 0.85193 0.70388 -1.09135
N 0.22231 -0.49802 -1.12932
N -0.60605 -0.86631 -2.26065
N 0.03005 -1.70237 -3.21114
C 0.51550 -2.92897 -2.74302
C -0.25580 -3.61933 -3.86959
C -0.92405 -2.22935 -4.18179
N 0.98574 1.38362 0.03086
C 0.43776 1.12607 1.38849
C 1.27595 1.75306 2.47452
C 0.78586 1.35252 3.85796
C -0.60417 1.78971 4.04005
C -1.49998 1.26318 2.90416
C -0.99324 1.58843 1.50291
H -0.19977 -0.78038 -0.23827
H -1.02319 0.09304 -2.69530
H 1.57441 -3.16786 -2.65594
H 0.17584 -3.08602 -1.70892
H -1.02778 -4.42321 -3.67137
H 0.35657 -4.13971 -4.61562
H -1.96435 -2.27519 -3.89911
H -0.61531 -2.18001 -5.20238
H 1.48012 2.26016 -0.08352
H 0.49601 0.04789 1.62792
H 2.31828 1.39997 2.30962
H 1.35277 2.93932 2.45915
H 1.41189 1.93798 4.59166
H 0.85878 0.27767 3.95101
H -0.87266 1.33332 5.02757
H -0.69742 2.92133 4.05589
H -1.43441 0.16282 3.18408
H -2.52255 1.76266 2.91913
H -1.50793 1.22955 0.65312
H -1.06808 2.70890 1.43403

Forces on atoms 1 to 3 (eV/Å):
H -0.3 0.3 0.9
N 0.2 0.0 -0.6
C 0.9 0.5 -3.9

## Properties
- F_max (eV Å⁻¹) = 4.16
- net charge = 0
- LUMO level (eV) = 0.85
- total energy (a.u.) = -667.24708
- gap between HOMO and LUMO (eV) = 8.44
- relative energy (zero: lowest compared OMol25 entry of this formula, charge and spin) (eV) = 1.469
- SMILES = [H]/N=C(\NNN1CCC1)NC1CCCCC1
- HOMO (eV) = -7.59



An isolated molecule of C5H8N2. Source: the Open Molecules 2025 dataset; level of theory: ωB97M-V/def2-TZVPD.

CARTESIAN COORDINATES (ANGSTROEM)
C -2.58650 -0.60146 0.04273
N -1.35152 0.22838 -0.50077
C -0.16025 -0.57057 -0.64977
C 0.86512 0.04565 -0.04680
C 2.29050 -0.38742 0.11078
C 0.28839 1.28495 0.47631
N -0.96057 1.43053 0.21154
H -1.69123 0.56191 -1.40123
H -3.14159 0.19194 0.57102
H -2.13967 -1.21586 0.83888
H -0.23728 -1.52518 -1.15269
H 2.97029 0.31888 -0.38183
H 2.45578 -1.37584 -0.32619
H 2.57504 -0.43357 1.16870
H 0.82349 2.04765 1.03932

Forces on atoms 1 to 3 (eV/Å):
C 0.2 0.2 0.3
N 0.0 0.0 -0.1
C 0.2 0.0 0.1

## Properties
- F_max (eV Å⁻¹) = 0.40
- net charge = 0
- LUMO level (eV) = 0.22
- total energy (a.u.) = -304.66844
- gap between HOMO and LUMO (eV) = 7.16
- relative energy (zero: lowest compared OMol25 entry of this formula, charge and spin) (eV) = 4.546
- HOMO (eV) = -6.93



C20H27N3ORuSSeSi as an isolated structure. Source: the Open Molecules 2025 dataset; level of theory: ωB97M-V/def2-TZVPD.

CARTESIAN COORDINATES (ANGSTROEM)
Ru 0.77937 1.15139 -0.50823
N 4.10933 1.02552 2.35614
C 2.92303 0.99568 1.70346
S 3.00722 1.46587 0.00964
N 1.87687 0.60355 2.34972
N 0.71205 0.62961 1.59542
C -0.36179 0.56683 2.30429
C -1.71808 0.66403 1.82381
C -2.73688 0.56160 2.78511
C -4.06539 0.68253 2.44866
C -4.40209 0.91865 1.11386
C -3.42719 1.02542 0.14899
C -2.06652 0.89864 0.47728
O -1.19441 0.97346 -0.50475
H 4.94044 1.33824 1.89270
H 4.13802 0.76843 3.32620
H -0.22106 0.46445 3.37844
H -2.45222 0.38244 3.81484
H -4.83309 0.59822 3.20407
H -5.44260 1.01851 0.83198
H -3.67894 1.20308 -0.88776
C 1.07638 3.94681 -2.63347
Si 0.55226 3.58392 -0.86611
C 1.58140 4.59089 0.34059
C -1.25357 4.03328 -0.62421
H 0.99763 5.02341 -2.80719
H 0.43617 3.43892 -3.35458
H 2.10754 3.64897 -2.82364
H 1.24395 5.62986 0.32548
H 2.63871 4.56069 0.07966
H 1.48262 4.21633 1.36071
H -1.35724 5.11834 -0.70801
H -1.62340 3.73480 0.35735
H -1.88780 3.56287 -1.37418
C -0.15268 -6.13443 0.09999
C 0.12024 -4.76757 -0.46139
C -0.87682 -4.04117 -1.09778
C -0.64201 -2.77704 -1.62680
C -1.77238 -2.02755 -2.27171
C 0.64502 -2.23269 -1.51716
Se 0.94807 -0.50711 -2.30972
C 1.66545 -2.93654 -0.87022
C 3.06357 -2.40505 -0.74889
C 1.37880 -4.19479 -0.35402
H -1.19914 -6.40852 -0.02593
H 0.08230 -6.17690 1.16463
H 0.45463 -6.89237 -0.39784
H -1.87304 -4.46184 -1.17607
H -2.70885 -2.56819 -2.13760
H -1.60328 -1.89600 -3.34194
H -1.87795 -1.03045 -1.84091
H 3.08974 -1.31817 -0.70976
H 3.66409 -2.70899 -1.60999
H 3.54333 -2.79995 0.14719
H 2.17024 -4.73992 0.14962

Forces on atoms 1 to 3 (eV/Å):
Ru -0.3 -0.3 -0.2
N 0.0 0.0 0.0
C 0.0 -0.1 0.1

## Properties
- F_max (eV Å⁻¹) = 0.47
- multiplicity = 5
- net charge = 0
- LUMO level (spin up / spin down) (eV) = 0.19 / -1.50
- total energy (a.u.) = -4201.81809
- gap between HOMO and LUMO (spin up / spin down) (eV) = 6.97 / 6.34
- relative energy (zero: lowest compared OMol25 entry of this formula, charge and spin) (eV) = 0.000
- HOMO (spin up / spin down) (eV) = -6.77 / -7.84